B2F8K | ωB97M-V with the def2-TZVPD basis set

Each line ends with the Löwdin charge.
Element x y z (Å)
K (-1.806, 1.822, 0.047)  0.984
B (0.475, -0.865, 4.994)  -1.234
F (-0.816, -1.293, 4.451)  -0.013
F (1.190, -0.224, 3.985)  0.085
F (0.163, -0.050, 6.081)  0.087
F (1.127, -2.039, 5.393)  0.081
B (-0.036, 0.557, -4.999)  -1.348
F (-1.162, -0.021, -5.559)  0.090
F (-0.407, 1.807, -4.585)  0.108
F (0.226, -0.194, -3.882)  0.102
F (1.048, 0.499, -5.929)  0.058

Its spin multiplicity is 1. Its HOMO energy is -0.296 hartree. As for the orbital gap: 8.0 eV. As for the total charge: -1.

C25H38As3Cl2O3OsS | ωB97M-V with the def2-TZVPD basis set

Each line ends with the Löwdin spin population.
Element x y z (Å)
Os (-0.383, 0.035, -1.053)  2.282
C (-2.009, -0.605, 2.161)  0.006
As (-0.603, -1.276, 1.008)  0.048
C (-1.163, -3.128, 0.911)  0.014
C (1.084, -1.388, 2.018)  0.011
C (1.721, -0.166, 2.754)  0.011
C (3.141, -0.579, 3.161)  0.045
C (1.909, 1.117, 1.890)  0.011
As (0.671, 1.716, 0.479)  0.036
C (-0.608, 2.854, 1.294)  -0.003
C (1.770, 2.963, -0.483)  0.008
C (0.838, 0.235, 3.917)  0.086
As (1.769, 0.610, 5.561)  0.582
C (1.762, 2.528, 6.061)  0.094
C (1.170, -0.542, 6.982)  0.091
H (-2.152, -1.311, 2.981)  0.000
H (-2.941, -0.654, 1.623)  0.001
H (-1.921, 0.352, 2.520)  0.000
H (-1.392, -3.530, 1.940)  0.001
H (-0.411, -3.735, 0.392)  0.000
H (-2.049, -3.070, 0.295)  0.000
H (1.846, -1.765, 1.333)  0.004
H (1.041, -2.162, 2.808)  0.000
H (3.620, -0.778, 2.221)  0.002
H (3.225, -1.504, 3.742)  0.003
H (3.627, 0.248, 3.687)  0.024
H (2.855, 1.041, 1.349)  0.001
H (1.970, 2.004, 2.507)  0.000
H (-0.189, 3.495, 2.058)  -0.001
H (-1.480, 2.287, 1.642)  0.000
H (-1.017, 3.490, 0.474)  0.000
H (1.965, 3.888, 0.061)  0.000
H (1.138, 3.195, -1.368)  -0.001
H (2.717, 2.491, -0.724)  0.001
H (0.135, -0.558, 4.204)  0.005
H (0.232, 1.146, 3.583)  0.008
H (2.590, 3.095, 5.676)  0.003
H (1.671, 2.641, 7.183)  0.002
H (0.820, 2.901, 5.627)  0.017
H (1.738, -1.488, 6.876)  0.008
H (0.119, -0.762, 6.880)  0.017
H (1.375, -0.132, 7.993)  0.000
Cl (-7.107, -0.750, -4.119)  0.008
C (-5.696, -0.621, -3.090)  0.022
C (-5.746, 0.050, -1.863)  -0.002
C (-4.615, 0.331, -1.061)  0.029
Cl (-4.814, 0.966, 0.527)  0.005
C (-3.352, -0.031, -1.472)  0.015
O (-2.264, 0.259, -0.797)  0.240
C (-3.325, -0.848, -2.628)  0.021
C (-2.132, -1.456, -3.058)  0.015
O (-0.963, -1.285, -2.592)  0.083
C (-4.492, -1.156, -3.408)  0.006
H (-6.655, 0.409, -1.481)  0.000
H (-2.265, -2.162, -3.904)  0.001
H (-4.347, -1.753, -4.312)  0.000
C (0.805, 2.133, -5.120)  0.000
S (-0.028, 0.816, -4.252)  0.021
O (0.137, 1.173, -2.767)  0.097
C (1.158, -0.442, -4.562)  0.007
C (2.351, -0.464, -3.841)  0.007
C (3.234, -1.523, -4.101)  0.002
C (2.892, -2.501, -5.024)  0.000
C (1.678, -2.545, -5.696)  0.002
C (0.781, -1.520, -5.442)  0.001
H (1.879, 2.286, -4.770)  0.000
H (0.276, 3.068, -5.036)  0.000
H (0.814, 1.861, -6.167)  0.000
H (2.602, 0.294, -3.132)  0.003
H (4.167, -1.627, -3.563)  0.000
H (3.585, -3.315, -5.194)  0.000
H (1.458, -3.341, -6.397)  0.000
H (-0.216, -1.511, -5.904)  0.000

Its spin multiplicity is 5. Its HOMO energy (alpha / beta) is -0.566 / -0.585 hartree. As for the orbital gap (alpha / beta): 7.3 / 5.5 eV. As for the total charge: +3. As for the expectation value of S²: 6.0201.

C5H10NO | ωB97M-V with the def2-TZVPD basis set

Each line ends with the Löwdin charge.
Element x y z (Å)
C (-0.348, 0.777, 0.715)  -0.287
C (1.180, 0.767, 0.508)  -0.230
C (1.790, -0.504, 0.318)  -0.333
C (3.155, -0.766, -0.133)  -0.165
N (-1.136, 0.991, -0.545)  0.035
C (-2.519, 0.810, -0.138)  -0.370
O (-3.009, 0.092, 0.880)  -0.123
H (-0.724, 1.414, 1.541)  0.103
H (-0.599, -0.220, 0.984)  0.061
H (1.583, 1.565, -0.074)  0.032
H (1.137, -1.344, 0.123)  0.047
H (-1.742, -1.735, -0.817)  0.067
H (3.741, 0.088, -0.506)  -0.022
H (3.623, -1.767, -0.064)  -0.037
H (-1.185, -1.611, -1.251)  0.078
H (-3.193, 1.386, -0.781)  0.115
H (-1.752, 0.056, -0.760)  0.028

Its spin multiplicity is 1. Its HOMO energy is -0.048 hartree. As for the orbital gap: 5.1 eV. As for the total charge: -1.

C3H5ClO2 | ωB97M-V with the def2-TZVPD basis set

Each line ends with the Löwdin charge.
Element x y z (Å)
C (1.604, 0.633, 0.421)  0.074
C (0.929, -0.482, 0.182)  -0.076
C (-0.511, -0.476, -0.135)  -0.535
O (-1.205, 0.489, -0.366)  0.065
O (-1.023, -1.712, -0.072)  0.109
H (2.642, 0.621, 0.702)  0.066
H (1.122, 1.595, 0.337)  0.076
H (1.359, -1.468, 0.270)  0.108
H (-1.984, -1.699, -0.195)  0.116
Cl (-4.594, 0.211, 0.136)  0.278
H (-3.372, 0.532, -0.134)  -0.281

Its spin multiplicity is 1. Its HOMO energy is -0.404 hartree. As for the orbital gap: 11.2 eV. As for the structure (SMILES): C=CC(=O)O.Cl.

The energy above the lowest of the compared OMol25 structures with the same formula, charge and spin results, record by record, are as follows: 58.9 3.2 124.3 7.1 kcal/mol.